[1]
Here is a 4-piece molecular cluster, C3H11NO3 overall in a non-equilibrium geometry from OMol25. Energies are from the ωB97M-V functional and the def2-TZVPD basis.

Calculated values
Lowest unoccupied orbital energy in eV: 0.05
Total charge: 0

Geometry (Å):
C  -0.8376  -1.0489  1.4127
C  -0.4922  -1.0739  0.1073
N  -1.3397  -1.3128  -0.9926
C  -2.4791  -1.8404  -0.8704
H  -1.8688  -0.8345  1.6619
H  -0.0697  -1.1585  2.1926
H  0.5435  -0.9435  -0.1250
H  -2.8221  -2.3271  0.0688
H  -3.1300  -1.9272  -1.7554
O  -1.1428  1.8155  -1.6909
H  -1.4413  1.0073  -1.2541
H  -1.4909  1.8179  -2.5857
O  3.6615  2.2009  2.5829
H  3.0683  2.3864  1.8425
H  3.2641  1.3504  2.8338
O  2.4703  0.3489  -0.9916
H  2.2124  1.2226  -0.6639
H  1.8943  0.3167  -1.7728

[2]
Here is a 4-piece molecular cluster, C26H57BNO9P2 overall in a non-equilibrium geometry from OMol25. Energies are from the ωB97M-V functional and the def2-TZVPD basis.

Calculated values
Lowest unoccupied orbital energy in eV: 2.40
Total charge: -1

Geometry (Å):
C  -0.3677  3.5826  5.3580
C  -0.6008  3.8818  3.7853
C  -1.3195  2.5849  3.0955
C  -0.1091  1.7925  2.3340
C  -0.7201  0.4183  1.7841
B  0.1341  -0.3304  0.5979
C  1.0012  0.6720  -0.3824
C  0.1726  1.3946  -1.5526
C  -1.2146  2.0565  -1.1150
C  1.1227  2.6141  -2.0811
P  -1.0648  -1.5016  -0.4292
P  -2.8280  -2.0263  0.7214
O  -2.4078  -2.4500  2.1350
O  -3.9746  -0.7544  0.6741
O  -3.5847  -3.3425  -0.1121
C  1.2686  -1.3574  1.2629
C  1.8156  -1.1541  2.7205
C  2.9203  -2.1477  3.2158
C  3.3689  -3.2299  2.2168
N  2.8824  -3.4612  0.9008
C  1.8850  -2.5382  0.4736
H  0.7569  3.4392  5.5452
H  -0.7962  4.4664  5.9591
H  -0.8885  2.6085  5.6505
H  0.4458  4.0001  3.3273
H  -1.1727  4.8527  3.5943
H  -2.0002  2.9956  2.2637
H  -1.8567  1.9275  3.8518
H  0.2602  2.5193  1.5382
H  0.7212  1.6868  3.1090
H  -1.7758  0.6723  1.3816
H  -0.9144  -0.2861  2.6787
H  1.7729  -0.0101  -0.9161
H  1.6548  1.4220  0.2100
H  0.0851  0.6661  -2.4369
H  -1.6236  2.6689  -1.9855
H  -1.0648  2.7289  -0.2064
H  -2.0040  1.2541  -0.8535
H  0.8054  2.9584  -3.1195
H  2.2275  2.2776  -2.0753
H  0.9749  3.4812  -1.3319
H  -1.5838  -0.8006  -1.5835
H  -4.1386  -0.4131  1.5820
H  -3.5689  -4.0869  0.5430
H  1.4597  -0.3313  3.4151
H  3.3676  -2.0140  4.2496
H  4.2021  -3.9365  2.5814
H  1.4998  -2.6780  -0.6022
C  2.8605  8.2518  -1.3248
O  1.9686  8.8358  -2.2646
C  1.9312  8.1185  -3.4959
C  0.7102  7.2073  -3.5764
O  0.7771  6.1649  -2.6046
C  -0.0153  6.4409  -1.4577
H  2.6348  8.6655  -0.3394
H  2.7548  7.1666  -1.2770
H  3.8923  8.5093  -1.5855
H  2.8557  7.5496  -3.6435
H  1.8625  8.8624  -4.2968
H  0.6950  6.7236  -4.5580
H  -0.2168  7.7788  -3.4668
H  -1.0687  6.2513  -1.6844
H  0.1046  7.4703  -1.1119
H  0.2986  5.7673  -0.6577
C  5.0934  -5.6287  -0.0324
O  6.1043  -5.8188  -1.0190
C  6.9767  -4.6984  -1.1232
C  8.2870  -4.9382  -0.3788
O  8.0731  -5.0429  1.0294
C  8.0481  -6.3907  1.4749
H  4.6503  -6.6020  0.1924
H  5.4943  -5.2096  0.8921
H  4.3142  -4.9714  -0.4243
H  6.4841  -3.7867  -0.7677
H  7.2017  -4.5663  -2.1870
H  8.9445  -4.0772  -0.5348
H  8.7990  -5.8280  -0.7586
H  9.0702  -6.7775  1.5350
H  7.4532  -7.0303  0.8189
H  7.6054  -6.4104  2.4730
C  -6.6272  -2.9060  -0.6108
O  -7.5262  -2.3221  -1.5496
C  -7.5686  -3.0393  -2.7784
C  -8.7903  -3.9506  -2.8531
O  -8.7206  -4.9939  -1.8801
C  -9.5070  -4.7164  -0.7308
H  -6.8489  -2.4916  0.3755
H  -6.7319  -3.9919  -0.5614
H  -5.6002  -2.6489  -0.8749
H  -6.6445  -3.6079  -2.9297
H  -7.6412  -2.2961  -3.5798
H  -8.8101  -4.4351  -3.8343
H  -9.7163  -3.3783  -2.7396
H  -10.5621  -4.9042  -0.9528
H  -9.3836  -3.6874  -0.3860
H  -9.1905  -5.3902  0.0682

[3]
Here is one molecule with the formula C9H16N2O in a non-equilibrium geometry from OMol25. Energies are from the ωB97M-V functional and the def2-TZVPD basis.

Calculated values
Lowest unoccupied orbital energy (alpha / beta) in eV: 0.43 / 0.43
Total charge: 0

Geometry (Å):
C  0.3161  0.1228  2.2096
C  0.2838  -0.2541  0.9684
C  1.2651  1.2473  2.5189
C  0.2063  2.8506  -0.2972
C  -0.6912  -2.6270  0.8970
C  0.8244  -1.6984  -0.8157
C  -1.4693  -0.5449  -0.5827
C  1.2523  1.8575  -0.8372
C  -0.2732  -1.2639  0.1235
N  1.9238  1.6377  1.3954
N  1.7961  1.0173  0.1772
O  1.5178  1.6706  3.6252
H  -0.3665  -0.2134  2.9624
H  -0.5933  2.8603  -1.0205
H  -0.0955  2.3665  0.5992
H  0.4962  3.8537  -0.2836
H  0.2850  -3.0864  1.2928
H  -1.4661  -2.5359  1.5846
H  -0.9281  -3.5050  0.1927
H  0.3662  -2.2210  -1.7318
H  1.6237  -2.3671  -0.3666
H  1.3848  -0.8062  -1.1079
H  -2.0831  -0.0791  0.1529
H  -2.0436  -1.1702  -1.2805
H  -0.9799  0.2135  -1.1922
H  1.0562  1.3615  -1.8275
H  2.0614  2.4520  -1.2864
H  2.7350  2.1219  1.5578

[4]
Here is C29H39N11O2RuSSi as an isolated structure in a non-equilibrium geometry from OMol25. Energies are from the ωB97M-V functional and the def2-TZVPD basis.

Calculated values
Multiplicity: 2
Lowest unoccupied orbital energy (alpha / beta) in eV: -1.99 / -2.57
Total charge: +1

Geometry (Å):
Ru  -0.3577  1.6219  -0.0757
O  2.8150  1.6980  -2.6993
C  1.5316  1.9648  -2.1083
N  1.4369  2.1060  -0.7848
C  2.4280  2.3558  0.1210
O  3.6205  2.4811  -0.1166
C  1.8672  2.4925  1.5146
C  2.6746  2.9257  2.5477
C  2.1204  3.1015  3.8061
C  0.7756  2.8270  3.9832
C  0.0374  2.3725  2.9050
N  0.5614  2.2048  1.6905
C  0.3891  1.5684  -2.8583
C  0.4390  1.3703  -4.2227
C  -0.7349  0.8687  -4.8708
C  -1.7996  0.5091  -4.1418
C  -1.7690  0.5543  -2.6346
N  -0.7195  1.3696  -2.0844
H  3.7135  3.1325  2.3302
H  2.7266  3.4474  4.6326
H  0.2992  2.9479  4.9457
H  -1.0093  2.1174  3.0041
H  1.2942  1.6649  -4.8255
H  -0.7510  0.7733  -5.9493
H  -2.6848  0.0992  -4.6107
H  -2.7276  0.9242  -2.2500
C  -3.5048  -1.2749  2.2924
N  -4.0822  -0.0241  1.8256
C  -5.4759  -0.1459  1.4103
C  -3.2346  0.8784  1.2220
N  -2.0081  0.6512  0.9477
N  -3.8059  2.1237  1.0094
C  -3.2146  3.2714  0.4902
N  -3.9810  4.3814  0.6971
N  -2.0922  3.2537  -0.1128
H  -4.2174  -1.7447  2.9674
H  -2.5854  -1.0959  2.8491
H  -3.2984  -1.9702  1.4692
H  -6.0658  -0.5145  2.2476
H  -5.5778  -0.8512  0.5785
H  -5.8994  0.8016  1.0903
H  -1.7185  -0.2878  1.2010
H  -4.6667  2.2701  1.5071
H  -4.9224  4.3300  1.0392
H  -3.6903  5.2523  0.2908
H  -1.8138  4.1624  -0.4611
C  3.0403  -1.7207  -0.2434
Si  2.4305  -1.2751  -1.9395
C  3.1499  -2.4236  -3.2283
C  3.4516  0.3573  -2.3241
N  0.7475  -1.0446  -1.8567
C  -0.3061  -1.5507  -2.3783
C  -1.6512  -0.9357  -2.0463
C  -2.8429  -1.7074  -2.4825
C  -2.7613  -2.7818  -3.2648
C  -1.4556  -3.2803  -3.6784
C  -0.3120  -2.7167  -3.2697
H  4.1328  -1.7222  -0.1995
H  2.6835  -2.7110  0.0497
H  2.6549  -1.0034  0.4868
H  4.2354  -2.3065  -3.2872
H  2.7360  -2.2158  -4.2183
H  2.9499  -3.4717  -2.9943
H  4.1280  0.1828  -3.1602
H  4.0463  0.6352  -1.4563
H  2.6425  1.6769  -3.6609
H  -1.6738  -0.7792  -0.9656
H  -3.8131  -1.3256  -2.1770
H  -3.6536  -3.2979  -3.5940
H  -1.4132  -4.1505  -4.3228
H  0.6366  -3.1469  -3.5619
C  3.7660  -0.8386  3.2124
N  3.0046  -2.0156  3.5894
C  3.5516  -3.1755  4.1216
C  2.5397  -4.0314  4.3448
N  1.3863  -3.3799  3.9462
C  1.6578  -2.1358  3.4802
S  0.5520  -1.0064  2.9021
H  4.3300  -0.4702  4.0684
H  3.0644  -0.0753  2.8853
H  4.4508  -1.0751  2.3997
H  4.6080  -3.2821  4.2884
H  2.5360  -5.0266  4.7486
H  0.4482  -3.7388  3.9778